{"formula": "C5H9NO", "method": "ωB97M-V with the def2-TZVPD basis set", "orbital_gap_ev": 8.07, "e_above_lowest_kcal_mol": 130.16, "spin_multiplicity": 1, "elements": ["O", "N", "C", "C", "C", "C", "C", "H", "H", "H", "H", "H", "H", "H", "H", "H"], "xyz": [[1.109, -1.236, -1.642], [-0.012, 0.479, 1.704], [1.078, 0.813, -0.682], [-1.761, -0.464, 0.040], [1.790, -0.504, -0.630], [-1.079, 0.678, 0.753], [0.312, 1.223, 0.465], [0.325, -0.481, 1.621], [-2.449, -0.948, 0.745], [-1.773, 1.463, 1.056], [-1.059, -1.208, -0.347], [1.747, -1.109, 0.289], [-2.362, -0.093, -0.796], [0.923, -0.562, -2.320], [0.355, 2.302, 0.612], [2.857, -0.354, -0.868]], "forces_ev_per_a": [[0.02, -0.01, -0.32], [0.05, -0.20, 0.09], [-0.08, 0.02, 0.41], [0.10, -0.03, -0.03], [-0.02, 0.04, 0.16], [-0.30, -0.03, 0.02], [0.31, 0.25, -0.28], [-0.02, 0.14, 0.03], [0.14, 0.05, -0.11], [0.13, -0.10, -0.06], [-0.05, 0.12, 0.08], [-0.12, 0.07, -0.12], [0.15, -0.03, 0.11], [-0.01, -0.27, -0.07], [-0.07, -0.08, 0.01], [-0.22, 0.04, 0.07]]}